Entry 1:
A structure of composition C7H10BrClO3P, computed with ωB97M-V with the def2-TZVPD basis set.

Last column: natural (NBO) charge in e.
Atoms and positions in Å:
C -0.1350 -1.4073 1.9858  -0.630
C 0.5665 -0.3243 1.7964  -0.016
C -0.0089 -0.5628 -1.0035  -0.003
C 0.7494 0.2841 -0.0007  0.030
C 0.5218 -0.3744 -2.5164  -0.630
C -0.9412 2.0447 0.5822  -0.612
C 0.4412 1.7985 -0.0941  -0.497
O -2.2586 -1.7289 0.4266  -1.121
O -0.6532 -3.8394 0.6852  -1.123
O 0.0053 -1.9360 -0.7288  -0.799
P -0.9133 -2.3971 0.6344  2.305
Cl 1.2556 0.5881 2.9919  0.051
Br 2.7589 0.0778 -0.1248  -0.074
H -0.0934 -1.8935 2.8642  0.195
H -1.0065 -0.2280 -1.0016  0.207
H -0.3399 -0.5722 -3.1264  0.219
H 1.3687 -1.0361 -2.6327  0.224
H 1.0415 0.5531 -2.4826  0.203
H -1.5721 1.2592 0.2834  0.224
H -1.3693 3.1408 0.4332  0.197
H -0.9661 1.8241 1.6867  0.214
H 1.1491 2.5232 0.4401  0.221
H 0.3996 2.2063 -1.0985  0.215

Atomic forces in eV per Å
-5.819 -7.878 -1.962
4.785 9.024 -6.551
1.796 -0.826 -1.670
1.076 0.337 3.966
0.149 -0.681 3.335
0.167 1.841 1.147
-0.330 1.241 2.148
0.703 -0.511 0.389
-0.264 -0.698 0.762
-0.116 0.232 1.259
0.125 2.042 -1.122
0.178 0.495 0.346
-0.306 -0.082 -0.465
0.217 -1.732 3.067
-1.453 0.621 0.189
0.135 0.316 -0.758
-0.250 -0.812 -0.256
-0.373 1.397 -0.939
-1.544 -0.488 -1.008
0.782 -2.414 0.030
0.672 0.656 -0.859
-0.368 -1.605 -0.599
0.036 -0.476 -0.449

Summary:
* LUMO (spin up / spin down): 0.10688 / 0.03222 Eh
* HOMO energy (spin up / spin down): -1.9 / -5.7 eV
* net charge: -1
* frontier orbital gap (spin up / spin down): 4.84 / 6.56 eV
* 2S+1: 3

=====

Entry 2:
The molecule C3H8Se, computed with ωB97M-V with the def2-TZVPD basis set.

Last column: natural (NBO) charge in e.
Atoms and positions in Å:
C -0.8765 -0.3278 -1.1342  -0.594
C -0.1294 0.9348 1.1917  -0.671
C 0.3926 0.2098 -0.0586  -0.239
Se 1.4371 -1.4990 0.5143  -0.033
H -0.5040 -0.8078 -2.0629  0.212
H -1.4164 0.5737 -1.3231  0.198
H -1.4600 -0.8849 -0.5425  0.197
H -0.6622 0.1003 1.6938  0.217
H 0.7186 1.0038 1.8144  0.221
H -0.5695 1.9626 1.1766  0.238
H 1.1166 0.7019 -0.6328  0.190
H 1.9530 -1.9673 -0.6366  0.064

Atomic forces in eV per Å
4.719 3.046 0.286
0.197 -1.736 -0.253
-2.433 -2.445 -2.149
-2.030 2.106 3.664
-0.197 0.276 0.852
-0.386 0.678 -0.621
-2.119 -2.625 1.876
-0.768 1.160 0.042
1.232 0.490 0.927
-0.128 -1.260 -0.598
0.832 1.089 -0.699
1.081 -0.779 -3.326

Summary:
* LUMO: 0.03274 Eh
* HOMO energy: -8.6 eV
* relative energy (zero: lowest compared OMol25 entry of this formula, charge and spin): 66.04 kJ/mol
* frontier orbital gap: 9.51 eV
* structure (SMILES): CC(C)[SeH]

=====

Entry 3:
A cluster of 2 separate species, C4H6N2 in total, computed with ωB97M-V with the def2-TZVPD basis set.

Last column: natural (NBO) charge in e.
Atoms and positions in Å:
N 0.9433 0.5644 2.8922  -0.317
C 0.6727 -0.2403 2.1034  0.253
C 0.9507 -1.2746 -0.0625  -0.255
C 0.3370 -1.2328 1.1196  -0.352
C -0.8869 1.5545 -0.9462  -0.038
N -0.5885 0.7166 -1.8499  -0.604
H 1.7277 -0.5647 -0.3277  0.214
H 0.6825 -2.0166 -0.8067  0.211
H -0.4550 -1.9273 1.3847  0.239
H -0.1292 1.8269 -0.2069  0.166
H -1.8653 2.0372 -0.8340  0.151
H -1.3890 0.5568 -2.4661  0.333

Atomic forces in eV per Å
-0.294 -0.760 -0.756
0.258 0.695 0.671
-0.062 -0.015 0.176
0.104 -0.057 -0.213
0.135 -0.110 -0.079
-0.279 0.274 0.185
-0.122 -0.097 0.053
0.004 0.106 0.125
0.134 0.089 -0.026
-0.087 -0.051 -0.076
0.118 -0.087 -0.093
0.091 0.013 0.033

Summary:
* LUMO: 0.02094 Eh
* HOMO energy: -10.2 eV
* relative energy (zero: lowest compared OMol25 entry of this formula, charge and spin): 204.87 kJ/mol
* frontier orbital gap: 10.75 eV
* structure (SMILES): C=CC#N.C=N

=====

Entry 4:
The molecule C5H9N3O, computed with ωB97M-V with the def2-TZVPD basis set.

Last column: natural (NBO) charge in e.
Atoms and positions in Å:
C -1.1720 -0.0224 -0.9666  -0.466
C -0.7871 0.8643 0.2154  -0.066
C -0.8565 -0.3895 1.1245  -0.456
C -0.8386 -1.3102 -0.1481  0.095
C 2.0140 -0.3519 0.1766  0.194
H -0.5794 0.0747 -1.8400  0.233
H -2.2252 0.1198 -1.3119  0.214
H -1.4937 1.6651 0.5238  0.208
H -1.8879 -0.4171 1.5653  0.226
H -0.1359 -0.5068 1.9534  0.233
H -1.5746 -2.1685 -0.2334  0.194
H 2.8276 -0.1826 0.9306  0.179
H 2.3919 1.3556 -0.5582  0.369
H 0.2829 2.2673 -0.6344  0.353
N 1.5445 -1.5237 0.2032  -0.122
N 1.5487 0.7724 -0.5338  -0.529
N 0.5166 1.5517 0.1005  -0.453
O 0.4249 -1.7981 -0.5669  -0.407

Atomic forces in eV per Å
-1.771 -0.256 -0.132
0.250 0.090 0.552
-0.672 -0.193 0.453
-0.901 0.703 -0.016
-0.183 0.434 1.304
0.816 0.112 -0.763
0.578 -0.360 0.568
0.469 -0.460 -0.341
0.875 -0.121 -0.369
-0.238 -0.083 -0.551
0.955 0.963 0.334
-0.351 -0.378 -1.025
-0.814 0.257 -0.095
0.621 -0.704 0.948
0.281 -0.460 0.850
1.171 -0.472 -0.724
-1.166 1.350 -0.359
0.081 -0.422 -0.635

Summary:
* LUMO: 0.03146 Eh
* HOMO energy: -8.6 eV
* relative energy (zero: lowest compared OMol25 entry of this formula, charge and spin): 518.72 kJ/mol
* frontier orbital gap: 9.41 eV
* structure (SMILES): C1=N\O[C@H]2C[C@H](C2)NN/1

=====

Entry 5:
A cluster of 2 separate species, C5H12FNP in total, computed with ωB97M-V with the def2-TZVPD basis set.

Last column: natural (NBO) charge in e.
Atoms and positions in Å:
C -1.1006 0.6592 0.4645  -0.551
C -2.0351 -0.4403 0.9616  -0.220
C -0.3828 -1.4627 -0.2564  -0.307
C -0.2239 -0.0229 -0.5284  0.319
C 2.9920 1.8744 -0.2689  -0.975
N -1.9942 -1.5164 -0.1040  -0.539
F -0.4760 0.3310 -1.7680  -0.339
P 2.3654 0.3566 0.4636  0.484
H -1.6486 1.4691 -0.0477  0.255
H -0.5140 1.3016 1.1241  0.276
H -1.4328 -0.9654 1.7531  0.215
H -3.0107 -0.1839 1.3046  0.248
H -0.0930 -2.2176 -1.0354  0.262
H 0.1544 -1.6068 0.6782  0.257
H 2.6454 2.7578 0.1739  0.246
H 2.5389 1.9597 -1.2015  0.254
H 3.9957 1.7436 -0.4811  0.260
H -2.3521 -2.3743 0.2286  0.436
H -2.5391 -1.1920 -0.9624  0.446
H 3.1112 -0.4710 -0.4984  -0.027

Atomic forces in eV per Å
-0.766 1.990 -0.980
1.867 -0.978 1.722
-0.237 -0.969 -2.414
3.113 -0.184 1.717
-1.817 -0.695 0.194
0.929 2.505 -0.457
-0.261 0.423 -1.920
-1.206 -1.368 -0.901
-0.135 -0.529 -0.257
-0.287 -0.919 0.970
-1.264 0.629 -0.055
-0.675 0.194 -0.007
-0.136 0.989 0.695
-0.791 -0.747 0.316
0.264 1.240 1.354
-0.757 -0.107 -2.151
2.233 0.243 0.067
-0.545 -1.269 0.397
1.244 -0.771 1.042
-0.772 0.321 0.669

Summary:
* LUMO (spin up / spin down): -0.15130 / -0.15391 Eh
* HOMO energy (spin up / spin down): -12.1 / -11.8 eV
* net charge: +1
* relative energy (zero: lowest compared OMol25 entry of this formula, charge and spin): 273.73 kJ/mol
* frontier orbital gap (spin up / spin down): 7.97 / 7.62 eV

=====

Entry 6:
The ion C10H11ClNO3 with charge -1, computed with ωB97M-V with the def2-TZVPD basis set.

Last column: natural (NBO) charge in e.
Atoms and positions in Å:
C 0.9191 -2.3936 0.1908  -0.086
C 2.1491 -1.8257 -0.0723  -0.067
C -0.3907 -1.8858 -0.0908  -0.239
C -1.9511 -0.4924 -1.5178  0.403
C 4.3653 -0.9092 -0.3174  0.905
C 2.3506 0.6080 -0.0851  -0.038
C -0.7126 -1.0697 -1.1629  -0.252
C -3.1614 -0.9557 -0.6530  -0.692
C 0.7892 2.3291 0.4320  -0.627
C 1.2054 0.9347 0.5108  -0.202
N 2.7720 -0.6760 -0.2067  -0.371
O 4.8508 0.1356 -0.6588  -0.714
O -2.1644 0.2152 -2.4970  -0.604
O 4.7273 -2.0270 -0.0924  -0.692
Cl -1.5472 -2.8072 0.8022  -0.067
H 0.8796 -3.2997 0.5869  0.191
H 3.0002 -2.6594 0.0128  0.251
H 3.0479 1.2640 -0.3077  0.222
H -3.6688 -1.9004 -1.1408  0.215
H -3.9986 -0.1059 -0.6485  0.196
H -2.9770 -1.1074 0.3398  0.209
H 0.8894 2.7614 1.5319  0.189
H -0.2551 2.5734 0.2887  0.224
H 1.5047 2.9452 -0.2141  0.208
H 0.1990 -0.9080 -1.7700  0.218
H 0.4037 0.3431 0.9322  0.220

Atomic forces in eV per Å
-2.179 5.335 -2.459
2.424 -3.813 0.960
1.500 -1.079 0.963
-1.227 -1.400 1.169
-0.956 1.148 -0.617
-3.420 -3.585 1.822
1.086 0.543 -0.947
-3.341 1.641 -3.526
1.606 3.213 2.523
-1.226 0.707 -0.695
0.671 -1.176 -0.088
1.436 1.490 -0.340
0.201 0.723 -0.884
0.763 -1.508 0.421
-0.567 -1.082 0.767
0.448 -3.928 1.838
-1.932 1.863 -0.295
2.984 3.214 -1.484
1.066 1.752 1.038
1.725 -1.604 -0.464
0.520 -0.530 2.181
0.090 -0.427 -1.767
-0.241 -0.412 -0.835
-1.301 -0.657 0.782
-0.771 0.479 0.077
0.640 -0.906 -0.142

Summary:
* LUMO (spin up / spin down): 0.11284 / 0.03030 Eh
* HOMO energy (spin up / spin down): -2.2 / -5.2 eV
* net charge: -1
* frontier orbital gap (spin up / spin down): 5.31 / 6.05 eV
* 2S+1: 3

=====

Molecular weight: 288.48; 123.06; 82.11; 127.15; 136.13; 228.66 (g mol⁻¹)